*a*
Formula: C5H10N2
Source: the Open Molecules 2025 dataset
Level of theory: the ωB97M-V functional and the def2-TZVPD basis

Geometry (Å):
H  2.51115  -0.38917  -0.53806
H  0.11704  -1.46025  0.97978
N  0.92217  1.13233  -1.00901
C  -1.52983  -0.02614  -0.05945
H  -2.29411  -0.54764  0.56797
C  0.74333  0.32289  0.22689
H  2.18072  -1.05477  1.21729
H  -1.15674  -1.86394  -1.02617
H  -0.76350  1.90717  0.88813
H  0.33156  0.73813  -1.77634
C  -0.54958  0.78973  0.94230
N  -0.66963  -0.96966  -0.95840
C  1.83415  -0.60428  0.28464
C  0.41430  -1.13427  0.00683
H  -0.57752  0.45253  1.98251
H  -2.04549  0.64000  -0.74130
H  0.53198  2.06732  -0.98761

Summary:
Molar mass = 98.149 g/mol
HOMO energy = -8.505 eV

*b*
Formula: C5H10N2
Source: the Open Molecules 2025 dataset
Level of theory: the ωB97M-V functional and the def2-TZVPD basis

Geometry (Å):
C  -1.22730  -1.43175  1.51350
C  0.28382  0.13927  0.00373
H  2.55178  3.05131  -2.48962
H  -2.04061  -0.97852  2.09944
H  -1.14861  -1.25709  -0.71834
N  1.54423  1.85689  -1.17570
C  0.43886  1.01909  -0.97650
H  0.61484  -1.03318  2.29729
H  0.45654  -2.47824  1.85871
N  -0.07839  -1.76340  2.35482
H  -1.77050  -2.36440  1.31485
C  -1.02359  -0.65492  0.18671
H  -1.88172  0.03348  0.15929
H  0.88738  2.43906  -3.05364
H  1.13748  -0.27588  0.51015
C  1.67412  2.44813  -2.27681
H  -0.41834  1.25015  -1.60787

Summary:
Molar mass = 98.149 g/mol
HOMO energy = -9.147 eV

Which of them is the most stable, and which is the least stable? *b* and *a*, in that order.

*a*
Formula: CH3Br2ClSi
Source: the Open Molecules 2025 dataset
Level of theory: the ωB97M-V functional and the def2-TZVPD basis

Geometry (Å):
H  0.84653  0.02584  -1.16486
Br  -3.16694  -1.47894  0.11646
H  -0.13509  -0.65033  2.07890
Br  -2.11892  1.93221  -0.32772
Cl  0.81795  -2.09001  -0.53427
Si  -1.33711  -0.06831  0.15934
C  -0.04540  -0.63439  -1.08332
H  -0.64536  -0.72001  -2.06763

Summary:
Molar mass = 238.382 g/mol
HOMO energy = -9.732 eV

*b*
Formula: CH3Br2ClSi
Source: the Open Molecules 2025 dataset
Level of theory: the ωB97M-V functional and the def2-TZVPD basis

Geometry (Å):
Br  -2.36058  -0.01062  -2.12037
Br  2.64860  -2.25117  1.20959
H  0.67679  1.19377  -0.93844
Cl  -2.00411  -1.08359  1.18588
H  0.49348  1.62912  0.84906
C  0.39654  0.82703  0.02143
H  1.15340  0.04361  0.17938
Si  -1.00412  -0.34815  -0.38653

Summary:
Molar mass = 238.382 g/mol
HOMO energy (alpha / beta) = -10.701 / -7.585 eV

Which of them is the most stable, and which is the least stable? *b* and *a*, in that order.

*a*
Formula: C4H3NOS
Source: the Open Molecules 2025 dataset
Level of theory: the ωB97M-V functional and the def2-TZVPD basis

Geometry (Å):
S  -1.79309  0.39654  0.88964
C  0.29645  -1.21769  0.12001
C  -1.09438  -0.90625  0.16998
H  0.58031  -2.32554  -0.12232
H  -0.38604  2.89943  -1.31227
C  0.54759  1.47947  -0.08807
H  -1.80017  -1.68950  -0.08598
N  -0.20949  2.19704  -0.62665
C  1.36453  -0.44754  0.40473
O  2.49430  -0.38596  0.65094

Summary:
Molar mass = 113.141 g/mol
HOMO energy = -8.126 eV

*b*
Formula: C4H3NOS
Source: the Open Molecules 2025 dataset
Level of theory: the ωB97M-V functional and the def2-TZVPD basis

Geometry (Å):
C  1.89710  -1.13123  -0.12612
H  2.39460  1.04267  0.00455
O  -0.68025  -0.22285  -0.13044
S  -3.15593  -1.21563  -0.08142
H  -2.42831  1.12386  0.52814
N  2.28552  -2.20808  0.05367
C  -2.04691  0.01305  0.07584
C  0.31057  0.68343  -0.10820
C  1.51924  0.26425  -0.04354
H  -0.09564  1.65053  -0.17247

Summary:
Molar mass = 113.141 g/mol
HOMO energy = -9.531 eV

*c*
Formula: C4H3NOS
Source: the Open Molecules 2025 dataset
Level of theory: the ωB97M-V functional and the def2-TZVPD basis

Geometry (Å):
S  3.11969  -0.53535  0.03349
C  -1.57712  -0.76527  -0.16339
O  0.79384  0.41991  0.18000
C  -1.58599  -1.95222  0.01801
H  2.54520  1.81343  0.20361
C  -1.45827  0.65393  -0.25343
H  -1.37967  -2.90506  0.39965
H  -2.33392  1.28349  -0.55476
C  2.18366  0.73884  0.23590
N  -0.30742  1.24832  -0.09909

Summary:
Molar mass = 113.141 g/mol
HOMO energy = -9.312 eV

*d*
Formula: C4H3NOS
Source: the Open Molecules 2025 dataset
Level of theory: the ωB97M-V functional and the def2-TZVPD basis

Geometry (Å):
O  -0.77649  -2.54448  1.59367
S  0.41645  0.04451  -1.94436
C  -0.50735  -0.68060  0.38588
C  0.75200  1.41794  -0.99968
H  0.73012  2.33971  0.85349
N  -0.11412  0.34213  0.89944
C  -0.89786  -1.99241  0.54371
H  -1.63724  -2.48594  -0.24872
H  1.56758  2.10934  -1.44590
C  0.46691  1.44979  0.36247

Summary:
Molar mass = 113.141 g/mol
HOMO energy (alpha / beta) = -8.773 / -8.773 eV

Which of them is the most stable, and which is the least stable? *b* and *c*, in that order.

*a*
Formula: C5H11N2O
Source: the Open Molecules 2025 dataset
Level of theory: the ωB97M-V functional and the def2-TZVPD basis

Geometry (Å):
C  -1.26499  -1.89626  -0.36111
H  2.59509  2.15716  0.65841
N  -1.97491  1.98001  -0.05068
C  0.22729  -1.52773  -0.07321
H  -2.08041  2.91105  0.52908
H  0.95373  -2.37487  0.20300
H  0.81868  2.17951  0.73181
H  2.25872  -0.56180  0.98323
C  -0.34745  -1.72174  -1.49586
C  0.52411  -0.13419  0.19352
O  -2.75847  1.95280  -0.97639
H  -0.23194  0.60124  0.02586
H  -1.59521  -2.98040  -0.09644
H  0.05389  -2.53937  -2.12627
H  -1.87902  -0.98231  -0.19867
H  -0.46359  -0.88244  -2.18324
H  1.84304  1.84457  2.22541
N  1.61374  0.28538  0.81960
C  1.70770  1.68937  1.19197

Summary:
Molar mass = 115.156 g/mol
Net charge = +1
HOMO energy (alpha / beta) = -13.443 / -13.443 eV

*b*
Formula: C5H11N2O
Source: the Open Molecules 2025 dataset
Level of theory: the ωB97M-V functional and the def2-TZVPD basis

Geometry (Å):
H  0.38422  -0.54148  2.68981
H  1.91647  -0.75501  -0.95426
C  -0.34110  -0.45958  0.78612
C  1.03970  -1.34952  -1.21061
O  1.56119  1.96507  0.47943
H  0.96156  -1.39972  -2.29263
C  -0.17636  -0.72436  -0.63648
H  1.41789  2.71178  1.06797
N  0.52207  -0.78868  1.72262
H  -1.47431  -0.26483  -2.31047
H  -3.17803  -0.16572  -0.26948
H  -1.87477  0.44187  1.86518
H  -2.38679  1.40390  -0.44360
C  -2.20738  0.33885  -0.26522
H  1.18045  -2.35759  -0.82073
C  -1.26863  -0.24697  -1.25768
H  1.41789  -1.16857  1.45856
H  2.26663  2.23176  -0.11531
N  -1.50682  0.13230  0.97915

Summary:
Molar mass = 115.156 g/mol
Net charge = +1
HOMO energy = -14.102 eV

Which of them is the most stable, and which is the least stable? *b* and *a*, in that order.

*a*
Formula: C4H8N2
Source: the Open Molecules 2025 dataset
Level of theory: the ωB97M-V functional and the def2-TZVPD basis

Geometry (Å):
N  -1.75515  0.87274  0.06853
C  1.78286  0.20513  0.04731
N  0.38634  0.34814  -0.29151
H  -0.16349  2.47358  -0.13707
H  2.18781  1.09966  0.41148
C  -1.69596  -0.50807  -0.00467
C  -0.27787  -0.95338  -0.11299
H  2.46463  -0.12287  -0.79215
C  -0.63303  1.37440  -0.12029
H  -2.29311  -0.72957  -0.96663
H  -2.16847  -0.76538  0.98214
H  0.09867  -1.23684  0.87749
H  2.00301  -0.43981  0.97951
H  0.06374  -1.61772  -0.94115

Summary:
Molar mass = 84.122 g/mol
HOMO energy = -8.175 eV

*b*
Formula: C4H8N2
Source: the Open Molecules 2025 dataset
Level of theory: the ωB97M-V functional and the def2-TZVPD basis

Geometry (Å):
H  -0.89395  -2.35279  -1.04882
C  -0.62245  0.46073  0.31578
H  2.42878  0.71505  0.11872
H  -1.63494  0.79245  0.49743
H  -0.91802  0.25672  -1.99897
H  0.73220  1.57702  1.40079
C  -0.74295  -0.14903  -1.02928
H  -1.29326  -1.31920  1.50645
N  1.74211  1.34473  -0.27737
C  -0.64017  -1.38757  -0.65790
N  0.43483  1.48861  0.44359
H  0.47314  -1.43912  1.19270
C  -0.50150  -1.05561  0.78745
H  1.43618  1.06802  -1.25057

Summary:
Molar mass = 84.122 g/mol
HOMO energy = -8.354 eV

Which of them is the most stable, and which is the least stable? *a* and *b*, in that order.

*a*
Formula: C4H8N2
Source: the Open Molecules 2025 dataset
Level of theory: the ωB97M-V functional and the def2-TZVPD basis

Geometry (Å):
N  -1.64373  0.48868  -0.22244
C  0.20867  -1.42129  -0.71261
H  -1.72774  2.62324  0.01934
H  1.08284  -1.99587  -0.89878
H  -0.24607  -1.19027  -1.66189
H  -3.33668  1.54946  -0.46205
C  1.81476  -0.04275  0.78615
C  -2.22915  1.65484  -0.25468
C  0.51592  -0.15876  0.10478
H  1.89249  0.87208  1.42650
H  -0.62455  -1.92885  -0.17826
N  -0.30893  0.74371  0.34153
H  1.84021  -0.94605  1.44375
H  2.76196  -0.24818  0.26866

Summary:
Molar mass = 84.122 g/mol
HOMO energy = -9.356 eV

*b*
Formula: C4H8N2
Source: the Open Molecules 2025 dataset
Level of theory: the ωB97M-V functional and the def2-TZVPD basis

Geometry (Å):
H  0.86198  -1.06263  -1.97528
H  -0.00885  1.62852  -2.55564
H  0.45579  2.11113  0.26061
C  0.60844  -0.19833  -1.44268
C  -0.09910  1.38766  -0.24315
N  -0.50966  -1.35534  1.95806
H  1.20305  -0.33340  0.73532
N  -0.65218  -1.04748  0.58506
H  0.47129  -1.48793  2.01776
C  0.24937  1.04618  -1.66647
C  0.28350  -0.16499  0.00834
H  -1.13036  1.70485  -0.09404
H  -1.04357  -1.71916  -0.05484
H  -0.68970  -0.50908  2.46695

Summary:
Molar mass = 84.122 g/mol
HOMO energy = -8.396 eV

Which of them is the most stable, and which is the least stable? *a* and *b*, in that order.